DFT (ωB97M-V/def2-TZVPD) results for a 9-piece molecular cluster, C22H62O17S9 overall at a distorted geometry.

* gap between HOMO and LUMO: 8.577 eV
* 2S+1: 1
* net charge: 0
* relative energy (zero: lowest compared OMol25 entry of this formula, charge and spin): 0.063 eV

```
110
Properties=species:S:1:pos:R:3:mulliken_charge:R:1
O -1.154 1.616 1.330 -0.151
S -1.736 1.952 2.581 0.976
O -2.620 1.030 3.177 -0.710
O -0.598 2.173 3.621 -0.242
C 0.621 2.770 3.332 -0.035
C 1.793 1.979 3.817 -1.354
C -2.419 3.491 2.465 -0.950
H 0.689 3.763 3.780 0.305
H 0.703 2.942 2.256 0.236
H 1.643 1.713 4.863 0.350
H 2.636 2.662 3.675 0.430
H 2.010 1.099 3.211 0.216
H -1.685 4.161 2.032 0.308
H -2.806 3.835 3.423 0.378
H -3.303 3.367 1.839 0.334
O 5.035 -3.998 -0.802 -0.708
S 4.818 -2.619 -0.661 1.134
O 3.860 -2.124 0.241 -0.504
O 6.214 -1.966 -0.229 -0.245
C 7.450 -2.543 -0.685 -0.135
C 8.545 -1.962 0.079 -1.303
C 4.566 -1.925 -2.256 -0.647
H 7.530 -2.230 -1.722 0.239
H 7.349 -3.630 -0.673 0.395
H 9.510 -2.232 -0.332 0.401
H 8.646 -2.314 1.101 0.326
H 8.464 -0.873 0.155 0.268
H 5.461 -2.025 -2.869 0.447
H 4.262 -0.891 -2.326 -0.124
H 3.726 -2.497 -2.658 0.409
O 0.174 -3.043 -0.820 -0.695
S -0.006 -1.740 -1.318 1.252
O 0.175 -1.521 -2.728 -0.332
O -1.537 -1.377 -1.047 -0.071
C -2.168 -1.562 0.202 0.166
C -3.561 -2.093 0.079 -1.226
C 0.901 -0.643 -0.382 0.328
H -2.198 -0.647 0.809 -0.297
H -1.533 -2.245 0.773 0.542
H -4.018 -1.812 1.032 0.402
H -3.615 -3.174 -0.036 0.332
H -4.078 -1.640 -0.775 -0.032
H 0.198 -0.306 0.370 -0.336
H 1.287 0.242 -0.897 -0.177
H 1.734 -1.220 0.005 0.239
O -2.539 -3.618 5.794 -0.697
S -1.822 -3.311 4.599 1.145
O -2.322 -2.363 3.700 -0.405
O -0.379 -2.836 5.012 -0.227
C -0.305 -1.834 5.986 -0.739
C -0.458 -0.498 5.433 -0.366
C -1.537 -4.800 3.772 -1.034
H 0.694 -1.868 6.445 0.288
H -1.024 -2.052 6.788 0.411
H -1.406 -0.388 4.931 0.103
H 0.350 -0.314 4.739 0.078
H -0.390 0.212 6.258 0.365
H -2.498 -5.287 3.754 0.398
H -0.930 -5.417 4.450 0.338
H -1.154 -4.717 2.768 0.317
C 5.710 1.957 -1.149 -1.039
S 3.994 2.101 -0.809 0.933
O 3.624 1.194 0.250 -0.656
C 3.986 3.701 -0.134 -1.190
H 5.968 0.970 -1.483 0.174
H 6.216 2.114 -0.206 0.362
H 5.960 2.715 -1.906 0.409
H 4.375 3.763 0.890 0.361
H 2.961 4.113 -0.077 0.250
H 4.505 4.356 -0.840 0.411
C -5.841 1.312 0.084 -0.497
S -6.812 1.919 1.446 0.397
O -6.066 3.029 1.983 -0.561
C -6.584 0.552 2.504 -0.625
H -5.902 1.953 -0.794 0.436
H -6.172 0.304 -0.156 0.364
H -4.787 1.305 0.378 -0.211
H -7.295 0.577 3.334 0.361
H -5.558 0.486 2.910 0.046
H -6.695 -0.349 1.906 0.307
C -4.796 -1.877 -3.943 -0.814
S -3.450 -3.041 -4.205 0.547
O -3.838 -3.868 -5.369 -0.670
C -2.221 -1.934 -4.783 -0.724
H -4.623 -1.182 -3.132 0.106
H -5.580 -2.558 -3.587 0.322
H -5.148 -1.364 -4.843 0.390
H -1.773 -1.173 -4.162 -0.058
H -2.673 -1.460 -5.656 0.523
H -1.452 -2.637 -5.111 0.322
C 0.467 0.318 -5.346 -0.462
S 1.708 1.613 -5.540 0.363
O 0.976 2.868 -5.675 -0.598
C 2.282 1.569 -3.910 -0.228
H 0.872 -0.626 -4.954 0.280
H -0.030 0.149 -6.301 0.446
H -0.224 0.718 -4.581 -0.162
H 2.701 0.589 -3.704 0.091
H 1.509 1.726 -3.165 -0.070
H 2.974 2.398 -3.827 0.342
C -2.512 1.814 -2.157 -0.292
S -1.585 3.167 -2.727 0.655
O -2.540 4.167 -3.287 -0.733
C -1.056 3.721 -1.140 -0.710
H -1.858 1.146 -1.614 -0.352
H -2.880 1.242 -3.009 0.346
H -3.249 2.095 -1.410 0.264
H -0.726 2.822 -0.585 -0.153
H -1.870 4.266 -0.642 0.346
H -0.237 4.412 -1.228 0.530
```